Record 1
Entry from OMol25: C23H23F5O3PSSiW as an isolated structure (ωB97M-V/def2-TZVPD).

Calculated values
Total energy: -73774.68614 eV
Total charge: +1
Multiplicity: 1
HOMO (spin up / spin down): -11.935 / -11.935 eV
LUMO level (spin up / spin down): -4.9 / -4.9 eV

Cartesian coordinates (Å):
1 W 0.6303 -2.3226 0.5238
2 O -2.5131 -0.9619 0.3561
3 S -0.8210 -1.5408 3.3641
4 O -2.2263 -1.7282 3.6634
5 O -0.6002 -2.3569 1.9089
6 C -0.6773 0.2330 2.8976
7 C -1.0662 0.9485 4.0288
8 C -0.9905 2.3304 4.0637
9 C -0.5160 3.0200 2.9617
10 C -0.1342 2.3173 1.8343
11 C -0.2044 0.9234 1.7756
12 P 0.3148 0.2134 0.1854
13 C 2.0499 0.6223 -0.1798
14 C 2.4335 1.8085 -0.6891
15 C 3.7306 2.2085 -1.2248
16 C 4.9126 1.5833 -1.3368
17 C 5.3350 0.2227 -0.8571
18 C 4.2355 -0.8149 -0.9859
19 C -0.6380 1.0445 -1.1015
20 C -0.1564 1.0094 -2.4123
21 C -0.8887 1.5878 -3.4364
22 C -2.1016 2.2024 -3.1578
23 C -2.5842 2.2357 -1.8565
24 C -1.8606 1.6541 -0.8280
25 H -1.4375 0.4178 4.8968
26 H -1.2993 2.8611 4.9537
27 H -0.4442 4.0988 2.9753
28 H 0.2195 2.8677 0.9713
29 H 1.6779 2.5833 -0.7670
30 H 3.7137 3.2153 -1.6275
31 H 5.6921 2.1489 -1.8348
32 H 6.2366 -0.0910 -1.3853
33 H 4.1284 -1.2870 -1.9604
34 H 0.7842 0.5243 -2.6371
35 H -0.5120 1.5578 -4.4498
36 H -2.6722 2.6567 -3.9567
37 H -3.5285 2.7164 -1.6392
38 H -2.2496 1.6738 0.1804
39 F 3.9938 -2.3668 1.1113
40 C 3.7369 -1.4398 0.2278
41 F 0.7723 -4.1600 0.3748
42 C 2.9830 -0.4703 -0.1603
43 F 1.0660 -2.3052 -1.2958
44 F 5.6691 0.3247 0.4957
45 F 1.5978 -1.3480 1.8491
46 C -1.8249 -2.0279 -2.2888
47 Si -1.8329 -2.2101 -0.4520
48 C -3.8021 -0.9621 0.9790
49 C -2.4901 -3.8669 0.0572
50 H -2.8604 -2.1610 -2.6206
51 H -1.2292 -2.8318 -2.7261
52 H -1.4640 -1.0757 -2.6623
53 H -4.5846 -0.8471 0.2263
54 H -3.8368 -0.1217 1.6698
55 H -3.9653 -1.8758 1.5495
56 H -3.4726 -4.0146 -0.3990
57 H -2.5857 -3.9506 1.1396
58 H -1.8429 -4.6732 -0.2922

Record 2
Entry from OMol25: C25H24CrF2N2O2Si as an isolated structure at a distorted geometry (ωB97M-V/def2-TZVPD).

Calculated values
⟨S²⟩: 6.0427
Total energy: -75121.92292 eV
Total charge: 0
Multiplicity: 5
HOMO (spin up / spin down): -6.912 / -7.008 eV
LUMO level (spin up / spin down): -1.0 / -1.2 eV

Cartesian coordinates (Å):
1 Cr -0.5859 -0.4134 0.7022
2 O -5.1088 4.5686 0.1989
3 C -5.3642 3.3907 -0.5347
4 C -4.1875 2.4610 -0.4178
5 C -4.3406 1.0758 -0.6209
6 C -3.2580 0.2543 -0.4383
7 N -2.0500 0.6954 -0.0515
8 C -1.8654 2.0465 0.0720
9 C -2.9303 2.9332 -0.1110
10 C -0.5218 2.4268 0.4179
11 C -0.1288 3.7188 0.7808
12 C 1.1899 3.9894 1.0916
13 C 1.6028 5.3551 1.5810
14 O 1.3030 6.3946 0.6753
15 C 2.1135 2.9420 0.9541
16 C 1.6579 1.6819 0.6352
17 N 0.3702 1.3838 0.4120
18 H -5.9245 5.0661 0.3039
19 H -5.5251 3.6260 -1.6029
20 H -6.2661 2.8811 -0.1637
21 H -5.3062 0.6765 -0.8882
22 H -3.3345 -0.8218 -0.5754
23 H -2.7817 3.9903 0.0148
24 H -0.8695 4.4978 0.8558
25 H 2.6732 5.3598 1.8320
26 H 1.0292 5.5892 2.4843
27 H 1.8084 6.2631 -0.1349
28 H 3.1632 3.1178 1.1278
29 H 2.3504 0.8567 0.5391
30 C 0.3743 -6.6225 0.2441
31 C 1.2478 -6.1081 1.1877
32 C 1.4805 -4.7458 1.2396
33 C 0.8534 -3.8653 0.3649
34 C -0.0220 -4.4013 -0.5730
35 C -0.2564 -5.7633 -0.6415
36 Si 1.2109 -1.9844 0.4892
37 C 2.3997 -1.6584 -0.9664
38 C 1.9598 -1.6009 -2.2818
39 C 2.8461 -1.4081 -3.3255
40 C 4.1984 -1.2535 -3.0659
41 C 4.6553 -1.2983 -1.7593
42 C 3.7586 -1.4992 -0.7273
43 H 0.1929 -7.6868 0.1982
44 H 1.7478 -6.7655 1.8855
45 H 2.1627 -4.3503 1.9775
46 H -0.5296 -3.7359 -1.2606
47 H -0.9372 -6.1579 -1.3840
48 H 2.2392 -2.0219 1.6031
49 H 0.9031 -1.7141 -2.4865
50 H 2.4837 -1.3813 -4.3441
51 H 4.8962 -1.1064 -3.8764
52 H 5.7082 -1.1827 -1.5430
53 H 4.1176 -1.5399 0.2909
54 F -2.6561 -0.8042 2.3303
55 C -1.5468 -1.5820 2.0085
56 F -0.5902 -1.1591 2.9772
57 H -1.8107 -2.6102 2.2993